Molecular formula: C6H17NO3
Method: DFT, wB97M-V/def2-TZVPD

- Orbital gap: 9.1 eV
- Energy: -519.11230 Eh
- Charge: 0
- Structure (SMILES): C=C/C(=C\N)CC.O.O.O
- LUMO: 0.498 eV

```
27
C6H17NO3 | the Open Molecules 2025 dataset | wB97M-V/def2-TZVPD
C -1.11 -1.35 2.36
C -1.55 -0.52 1.40
C -0.77 0.12 0.30
C -0.86 -0.23 -0.93
N -1.87 -1.24 -1.30
C 0.18 1.23 0.82
C 1.13 1.78 -0.25
H -1.92 -1.63 3.07
H -0.19 -1.68 2.30
H -2.49 -0.07 1.46
H -0.45 0.32 -1.88
H -1.55 -2.09 -1.80
H -2.46 -1.58 -0.49
H -0.51 2.01 1.18
H 0.78 0.80 1.70
H 0.93 1.94 -1.36
H 1.90 0.92 -0.56
H 1.38 2.82 0.07
O 3.21 -1.95 0.68
H 2.36 -1.51 0.66
H 3.65 -1.15 0.62
O 2.07 -0.91 -1.50
H 2.88 -1.50 -1.66
H 1.41 -1.46 -1.47
O -2.12 2.47 -1.30
H -1.36 2.71 -1.00
H -2.70 1.75 -1.12
```